C20H30F18Na2O15P3 | ωB97M-V with the def2-TZVPD basis set

Geometry as XYZ:
```
88
Properties=species:S:1:pos:R:3:forces:R:3
Na -13.020 2.848 -16.879 -0.5 0.0 0.2
Na -12.194 -1.926 -20.986 0.6 0.0 0.7
P -9.386 -3.224 -20.339 0.4 -1.2 0.8
F -9.165 -4.772 -19.936 -0.1 0.4 0.0
F -8.191 -2.765 -19.371 0.0 0.1 -0.3
F -8.410 -3.407 -21.594 -0.1 0.0 -0.1
F -9.654 -1.697 -20.813 -0.4 0.3 -0.1
F -10.701 -3.701 -21.236 -0.2 0.3 -0.6
F -10.445 -3.024 -19.118 0.0 0.2 0.0
P -14.094 1.807 -14.001 0.9 -1.4 -0.8
F -13.652 0.444 -13.257 0.0 -0.1 -0.1
F -13.804 2.623 -12.677 -0.4 0.3 0.3
F -12.518 2.023 -14.486 0.0 0.6 0.0
F -14.521 3.162 -14.771 0.2 0.0 -0.2
F -14.223 0.966 -15.433 -0.5 0.3 0.2
F -15.624 1.459 -13.702 -0.1 0.5 0.4
P -12.915 0.657 -19.059 0.6 -0.1 0.9
F -13.707 -0.760 -19.076 -0.3 0.1 -0.3
F -11.548 -0.172 -19.271 0.0 0.0 -0.5
F -13.099 0.792 -20.664 0.1 -0.2 -0.2
F -12.078 2.042 -18.997 -0.1 0.1 -0.3
F -14.281 1.490 -18.834 0.0 -0.2 -0.1
F -12.719 0.533 -17.457 -0.1 0.0 -0.1
C -14.748 7.026 -22.244 0.3 -0.8 -0.5
C -13.875 7.200 -21.026 -0.5 0.2 0.3
C -14.658 7.655 -19.780 -0.2 0.2 -0.2
O -14.327 6.702 -18.769 0.0 0.4 -0.1
C -13.644 5.694 -19.312 -0.3 0.0 -0.4
O -13.344 4.691 -18.756 0.3 -0.6 0.6
O -13.375 5.920 -20.614 0.2 0.2 -0.2
H -14.133 6.651 -23.069 0.0 0.1 0.0
H -15.244 7.925 -22.602 0.0 0.2 0.3
H -15.491 6.248 -22.047 -0.1 0.2 0.1
H -13.030 7.849 -21.257 0.1 0.0 0.2
H -15.736 7.628 -19.950 0.0 -0.2 0.0
H -14.407 8.662 -19.451 0.2 -0.1 0.1
C -16.584 -1.383 -15.355 -0.1 0.2 -0.5
C -15.529 -1.640 -16.411 0.1 -0.2 0.7
C -14.195 -2.148 -15.832 0.0 0.6 -0.3
O -14.013 -3.437 -16.430 0.1 0.0 0.1
C -15.037 -3.726 -17.244 -0.3 0.4 0.2
O -15.157 -4.733 -17.866 0.1 -0.3 -0.2
O -15.944 -2.725 -17.256 0.1 0.0 -0.3
H -16.155 -0.739 -14.594 -0.1 0.0 0.2
H -16.945 -2.331 -14.960 0.1 0.0 0.2
H -17.425 -0.846 -15.799 0.0 -0.1 0.1
H -15.371 -0.745 -17.004 0.0 -0.1 -0.2
H -14.205 -2.217 -14.746 -0.1 -0.2 0.0
H -13.384 -1.483 -16.121 0.1 -0.2 0.0
C -14.456 2.440 -24.387 -0.4 0.1 -0.7
C -14.804 2.254 -22.946 0.1 -0.3 0.2
C -14.359 3.360 -21.992 0.4 -0.3 -0.1
O -15.517 3.587 -21.180 0.2 0.2 -0.1
C -16.577 2.933 -21.681 0.2 -0.3 -0.7
O -17.668 2.964 -21.207 -0.1 -0.3 -0.7
O -16.236 2.247 -22.796 -0.2 0.2 0.4
H -13.395 2.304 -24.589 0.1 0.1 0.2
H -14.793 3.419 -24.733 0.2 0.0 0.0
H -14.993 1.701 -24.986 0.1 0.0 0.1
H -14.445 1.282 -22.599 0.0 0.1 0.1
H -14.076 4.288 -22.485 -0.2 0.0 -0.1
H -13.520 3.033 -21.380 -0.2 0.1 0.2
C -17.366 1.662 -18.184 0.1 -0.5 0.1
C -16.806 3.009 -18.521 0.1 0.6 -0.2
C -17.843 4.114 -18.757 0.0 -0.2 -0.4
O -17.298 5.242 -18.081 0.0 0.1 0.6
C -16.394 4.813 -17.152 -0.3 -0.3 -0.6
O -15.954 5.484 -16.283 0.2 0.4 0.2
O -16.069 3.530 -17.386 0.0 -0.1 0.2
H -18.061 1.310 -18.949 -0.1 0.3 0.0
H -17.846 1.704 -17.205 -0.2 0.0 -0.1
H -16.584 0.904 -18.140 0.1 0.1 0.1
H -16.102 2.998 -19.353 -0.2 -0.2 0.5
H -18.828 3.835 -18.372 0.1 0.2 0.3
H -17.957 4.349 -19.814 0.1 0.1 0.5
C -7.476 0.425 -15.478 0.1 1.3 0.5
C -7.976 0.203 -16.877 0.2 0.2 -0.3
C -9.363 0.798 -17.194 0.2 -0.9 0.4
O -9.129 1.725 -18.245 0.0 0.0 0.0
C -7.823 1.722 -18.598 -0.2 -0.3 0.5
O -7.374 2.349 -19.497 0.2 0.4 -0.4
O -7.100 0.939 -17.774 -0.3 -0.2 0.0
H -8.111 0.023 -14.690 0.1 -0.5 -0.2
H -7.481 1.511 -15.285 -0.1 -0.1 -0.2
H -6.427 0.162 -15.354 -0.1 -0.5 0.0
H -7.929 -0.842 -17.182 0.0 0.0 0.0
H -9.827 1.262 -16.322 0.1 0.4 -0.1
H -10.022 -0.003 -17.518 -0.1 0.2 -0.3
```
Forces are in eV/Å.

Values from the calculation:
Charge   -1
Maximum force   0.0364 hartree/bohr
HOMO level   -8.59 eV
Frontier orbital gap   9.81 eV
LUMO energy   0.04485 Eh
Energy   -137581.7570 eV